(1)
{
  "formula": "C10H10O6",
  "method": "ωB97M-V/def2-TZVPD",
  "de_lowest_kj_mol": 16.68,
  "e_lumo_ha": -0.01328,
  "orbital_gap_ev": 8.804,
  "elements": ["C", "C", "O", "C", "C", "C", "C", "O", "O", "C", "C", "C", "O", "C", "O", "O", "H", "H", "H", "H", "H", "H", "H", "H", "H", "H"],
  "coordinates": [[1.374, 1.846, -2.548], [1.309, 1.811, -1.159], [1.471, 0.581, -0.540], [0.368, 0.124, 0.297], [0.702, -1.287, 0.724], [-0.228, -2.286, 0.981], [0.201, -3.651, 1.488], [1.379, -3.930, 1.475], [-0.766, -4.536, 1.836], [-1.666, -1.960, 0.742], [-2.027, -0.810, 0.112], [-1.041, 0.212, -0.379], [-1.607, 1.503, -0.108], [1.199, 3.128, -0.444], [0.627, 4.071, -1.014], [1.620, 3.217, 0.856], [1.537, 0.898, -3.100], [1.350, 2.781, -3.077], [0.389, 0.738, 1.205], [1.745, -1.471, 0.891], [-1.592, -4.085, 1.681], [-2.460, -2.633, 1.017], [-3.099, -0.622, 0.035], [-0.864, 0.092, -1.453], [-1.247, 2.183, -0.691], [1.323, 4.085, 1.174]],
  "nbo_charge": [-0.340, 0.144, -0.506, 0.030, -0.063, -0.204, 0.764, -0.556, -0.647, -0.227, -0.155, 0.024, -0.722, 0.720, -0.596, -0.665, 0.220, 0.228, 0.216, 0.241, 0.479, 0.195, 0.230, 0.199, 0.486, 0.505]
}

(2)
{
  "formula": "C10H11AsF10N2Pd",
  "method": "ωB97M-V/def2-TZVPD",
  "e_lumo_ha": [-0.57384, -0.57879],
  "s_squared": 0.78,
  "orbital_gap_ev": [4.800, 4.605],
  "total_charge": 3,
  "spin_multiplicity": 2,
  "elements": ["Pd", "C", "N", "C", "C", "C", "N", "C", "C", "F", "C", "F", "C", "C", "F", "C", "F", "H", "H", "H", "H", "H", "H", "H", "H", "H", "H", "H", "F", "As", "F", "F", "F", "F", "F"],
  "coordinates": [[-0.830, 0.248, -0.019], [1.577, 0.761, 1.754], [0.384, 1.484, 1.408], [-0.627, 1.550, 2.417], [0.446, 2.609, 0.479], [1.120, 2.326, -0.853], [0.602, 1.109, -1.382], [0.860, 0.621, -2.578], [0.384, -0.690, -2.931], [-0.289, -1.351, -2.003], [0.629, -1.300, -4.164], [0.163, -2.482, -4.371], [1.383, -0.639, -5.149], [1.845, 0.650, -4.884], [2.510, 1.307, -5.771], [1.598, 1.283, -3.647], [2.031, 2.487, -3.466], [2.141, 1.300, 2.537], [2.260, 0.625, 0.918], [1.338, -0.206, 2.204], [-0.301, 2.195, 3.258], [-0.813, 0.571, 2.870], [-1.560, 1.985, 2.055], [0.994, 3.450, 0.939], [-0.573, 2.971, 0.311], [2.217, 2.296, -0.786], [0.918, 3.199, -1.490], [1.599, -1.124, -6.100], [-2.408, 1.601, 0.525], [-3.781, 0.072, 1.003], [-3.668, 0.803, 2.511], [-1.907, -0.644, 1.517], [-3.024, -0.434, -0.623], [-4.443, -1.398, 1.321], [-4.968, 0.972, 0.288]],
  "nbo_charge": [1.276, -0.475, -0.093, -0.513, -0.291, -0.313, -0.346, 0.061, 0.474, -0.211, 0.495, -0.157, -0.216, 0.452, -0.164, 0.543, -0.172, 0.305, 0.236, 0.283, 0.306, 0.292, 0.304, 0.302, 0.283, 0.288, 0.294, 0.341, -0.664, 2.856, -0.531, -0.614, -0.609, -0.509, -0.514]
}

(3)
{
  "formula": "C10H11B2NO10PS2",
  "method": "ωB97M-V/def2-TZVPD",
  "e_lumo_ha": -0.01986,
  "orbital_gap_ev": 1.558,
  "total_charge": -1,
  "elements": ["O", "B", "O", "O", "C", "C", "P", "O", "O", "S", "C", "C", "C", "C", "B", "O", "O", "C", "N", "S", "C", "C", "H", "H", "H", "H", "H", "H", "H", "H", "H", "H", "H", "C", "O", "O", "O"],
  "coordinates": [[3.096, -2.348, 1.378], [2.195, -1.361, 1.075], [2.462, -0.024, 1.268], [0.999, -1.814, 0.539], [0.116, -0.818, 0.146], [0.212, -0.172, -1.057], [1.493, -0.520, -2.282], [0.653, -0.896, -3.619], [2.253, -1.888, -1.883], [2.759, 0.876, -2.546], [-0.697, 0.823, -1.411], [-1.700, 1.175, -0.536], [-1.843, 0.542, 0.678], [-2.892, 0.873, 1.641], [-3.885, 2.043, 1.278], [-4.901, 1.864, 0.370], [-3.689, 3.266, 1.880], [-2.975, 0.186, 2.792], [-2.092, -0.815, 3.143], [-2.228, -1.645, 4.591], [-1.053, -1.149, 2.259], [-0.934, -0.492, 1.055], [3.925, -1.916, 1.605], [2.634, 0.191, 2.187], [0.061, -1.629, -3.401], [1.597, -2.580, -1.715], [-0.575, 1.322, -2.358], [-2.396, 1.949, -0.829], [-5.268, 0.984, 0.492], [-3.723, 3.971, 1.222], [-3.740, 0.399, 3.522], [-2.942, -2.726, 4.180], [-0.392, -1.940, 2.549], [5.879, 1.049, -4.514], [6.354, 0.535, -3.490], [5.439, 0.383, -5.504], [5.795, 2.304, -4.703]],
  "nbo_charge": [-0.887, 1.268, -0.919, -0.722, 0.366, -0.494, 1.786, -0.963, -0.960, -0.501, -0.238, -0.216, -0.040, -0.429, 1.146, -0.900, -0.899, 0.034, -0.540, 0.202, -0.135, -0.124, 0.490, 0.497, 0.480, 0.488, 0.231, 0.201, 0.500, 0.496, 0.207, 0.075, 0.222, 0.899, -0.584, -0.515, -0.522]
}

(4)
{
  "formula": "C10H11BMoN5O7S",
  "method": "ωB97M-V/def2-TZVPD",
  "de_lowest_kj_mol": 134.94,
  "e_lumo_ha": [-0.22268, -0.19860],
  "s_squared": 2.01,
  "orbital_gap_ev": [6.885, 7.789],
  "total_charge": 1,
  "spin_multiplicity": 3,
  "elements": ["Mo", "C", "C", "N", "C", "C", "N", "C", "O", "O", "C", "O", "O", "H", "H", "H", "H", "H", "S", "C", "C", "N", "C", "H", "H", "H", "O", "N", "O", "O", "B", "C", "N", "H", "H", "H"],
  "coordinates": [[0.514, 1.051, -0.987], [-2.548, 0.115, 1.047], [-1.280, -0.656, 1.092], [-0.205, -0.458, 0.353], [0.752, -1.392, 0.695], [0.243, -2.193, 1.669], [-1.035, -1.705, 1.900], [0.874, -3.360, 2.354], [0.283, -3.833, 3.470], [1.851, -3.865, 1.906], [2.049, -1.258, -0.035], [2.965, -1.995, -0.064], [2.036, -0.053, -0.748], [-2.438, 0.973, 0.387], [-2.813, 0.480, 2.040], [-3.363, -0.508, 0.678], [-1.715, -2.077, 2.544], [-0.378, -3.246, 3.845], [0.124, -0.979, -5.204], [-0.191, -2.131, -3.986], [-0.151, -1.541, -2.772], [0.129, -0.187, -2.809], [0.297, 0.225, -4.048], [-0.386, -3.165, -4.215], [-0.316, -2.034, -1.827], [0.531, 1.246, -4.305], [-0.234, 4.279, -1.537], [-0.079, 3.177, -1.871], [1.017, 2.645, -2.349], [-1.007, 2.209, -1.701], [0.774, 3.686, 2.857], [0.749, 2.843, 1.588], [0.673, 2.160, 0.637], [1.352, 3.000, 3.678], [1.337, 4.723, 2.599], [-0.410, 3.826, 3.120]],
  "nbo_charge": [1.686, -0.676, 0.463, -0.503, 0.017, 0.047, -0.476, 0.747, -0.638, -0.465, 0.759, -0.413, -0.635, 0.258, 0.266, 0.260, 0.441, 0.479, 0.598, -0.418, -0.039, -0.522, -0.125, 0.278, 0.229, 0.263, -0.168, 0.696, -0.448, -0.480, -0.627, 0.638, -0.718, 0.078, 0.078, 0.073]
}

(5)
{
  "formula": "C10H11BrO2",
  "method": "ωB97M-V/def2-TZVPD",
  "de_lowest_kj_mol": 84.29,
  "e_lumo_ha": 0.01559,
  "orbital_gap_ev": 9.313,
  "elements": ["C", "C", "C", "C", "C", "C", "C", "C", "H", "H", "H", "H", "H", "H", "H", "H", "O", "C", "Br", "C", "O", "H", "H", "H"],
  "coordinates": [[0.417, 1.502, 2.500], [0.252, 0.192, 2.240], [-0.501, -0.275, 1.038], [-1.120, -1.604, 1.041], [-2.086, -1.881, 0.065], [-2.300, -1.016, -0.960], [-1.624, 0.132, -1.079], [-0.743, 0.523, -0.058], [-0.051, 2.258, 1.926], [1.020, 1.870, 3.305], [0.622, -0.592, 2.766], [-0.833, -2.194, 1.896], [-2.619, -2.926, 0.028], [-2.881, -1.390, -1.722], [-1.696, 0.633, -2.077], [-0.212, 1.450, -0.193], [2.293, -2.057, 0.041], [2.295, -1.273, -0.831], [1.489, -1.878, -2.535], [2.743, 0.099, -1.014], [3.481, 0.483, -2.121], [3.099, 0.470, -0.170], [1.650, 0.482, -0.991], [3.041, 0.020, -2.967]],
  "nbo_charge": [-0.371, -0.196, -0.058, -0.192, -0.193, -0.233, -0.183, -0.242, 0.193, 0.201, 0.202, 0.215, 0.219, 0.210, 0.218, 0.210, -0.465, 0.566, -0.142, -0.185, -0.682, 0.212, 0.206, 0.490]
}

(6)
{
  "formula": "C10H11Cl5S3SbSiTl",
  "method": "ωB97M-V/def2-TZVPD",
  "e_lumo_ha": [0.08189, 0.02630],
  "s_squared": 0.77,
  "orbital_gap_ev": [7.070, 5.632],
  "total_charge": -1,
  "spin_multiplicity": 2,
  "elements": ["Tl", "S", "Sb", "S", "S", "Cl", "C", "C", "C", "Cl", "C", "Cl", "C", "Cl", "C", "Cl", "C", "Si", "C", "C", "C", "H", "H", "H", "H", "H", "H", "H", "H", "H", "H", "H"],
  "coordinates": [[0.374, -1.028, 0.746], [4.704, -2.799, 1.923], [2.680, -2.213, 2.888], [2.234, 0.040, 2.173], [0.981, -3.377, 1.660], [-0.453, -1.057, 4.255], [-1.736, -0.550, 3.202], [-1.547, -0.504, 1.829], [-2.646, -0.112, 1.074], [-2.538, -0.083, -0.669], [-3.873, 0.242, 1.630], [-5.206, 0.712, 0.630], [-4.021, 0.205, 3.011], [-5.530, 0.639, 3.733], [-2.950, -0.196, 3.802], [-3.137, -0.254, 5.519], [1.850, 1.874, -1.002], [1.342, 0.539, -2.187], [2.714, 0.320, -3.437], [-0.171, 1.098, -3.128], [1.071, -1.068, -1.322], [1.939, 2.841, -1.510], [2.809, 1.634, -0.535], [1.116, 1.979, -0.197], [2.901, 1.241, -4.000], [2.463, -0.472, -4.150], [3.642, 0.035, -2.930], [0.106, 1.758, -3.958], [-0.858, 1.647, -2.484], [-0.704, 0.237, -3.545], [2.023, -1.576, -1.147], [0.418, -1.749, -1.873]],
  "lowdin_spin": [0.013, 0.503, 0.243, 0.109, 0.115, 0.005, 0.000, -0.001, 0.000, 0.000, 0.000, 0.000, 0.000, 0.000, 0.000, 0.000, 0.003, 0.001, 0.000, 0.000, 0.005, 0.000, 0.002, 0.001, 0.000, 0.000, 0.000, 0.000, 0.000, 0.000, 0.001, 0.000]
}

(7)
{
  "formula": "C10H11ClF5OPtY",
  "method": "ωB97M-V/def2-TZVPD",
  "e_lumo_ha": [-0.01515, -0.14885],
  "s_squared": 6.01,
  "orbital_gap_ev": [7.492, 4.768],
  "spin_multiplicity": 5,
  "elements": ["Y", "Cl", "C", "H", "H", "H", "Pt", "C", "C", "C", "H", "H", "H", "H", "H", "H", "H", "H", "F", "C", "C", "F", "C", "F", "C", "O", "C", "F", "C", "F"],
  "coordinates": [[-0.465, -0.357, -0.905], [-0.880, -0.361, -3.373], [1.725, -0.877, -0.539], [1.847, -1.691, 0.190], [2.407, -0.062, -0.256], [2.030, -1.265, -1.526], [0.045, 3.044, 0.206], [-1.789, 3.390, -0.610], [1.293, 3.847, -1.195], [0.563, 2.286, 1.843], [2.244, 4.028, -0.674], [1.414, 3.101, -1.992], [0.879, 4.784, -1.593], [-2.487, 3.338, 0.242], [-1.800, 4.400, -1.054], [-2.021, 2.626, -1.369], [1.588, 1.870, 1.950], [-0.146, 2.006, 2.647], [-1.272, -6.764, 1.462], [-1.184, -5.427, 1.332], [-1.140, -4.838, 0.062], [-1.222, -5.618, -1.041], [-1.020, -3.471, -0.020], [-0.808, -2.827, -1.260], [-1.055, -2.627, 1.115], [-1.096, -1.315, 0.959], [-1.031, -3.256, 2.388], [-0.868, -2.490, 3.498], [-1.111, -4.635, 2.482], [-1.081, -5.226, 3.701]],
  "nbo_charge": [2.017, -0.679, -1.348, 0.234, 0.226, 0.227, 1.042, -1.004, -0.985, -0.689, 0.228, 0.232, 0.227, 0.226, 0.237, 0.218, 0.190, 0.189, -0.287, 0.245, 0.280, -0.286, 0.265, -0.345, 0.232, -0.872, 0.273, -0.294, 0.290, -0.289]
}

(8)
{
  "formula": "C10H11IrN6S",
  "method": "ωB97M-V/def2-TZVPD",
  "de_lowest_kj_mol": 0.00,
  "e_lumo_ha": [-0.52795, -0.53056],
  "s_squared": 0.91,
  "orbital_gap_ev": [5.120, 5.057],
  "total_charge": 3,
  "spin_multiplicity": 2,
  "elements": ["Ir", "N", "C", "S", "N", "N", "C", "C", "C", "C", "C", "C", "N", "H", "H", "H", "H", "H", "H", "H", "N", "C", "C", "C", "N", "H", "H", "H", "H"],
  "coordinates": [[0.350, 0.227, -1.080], [-0.312, 4.675, -0.652], [-0.039, 3.399, -0.543], [0.275, 2.458, -2.011], [0.052, 2.819, 0.635], [0.392, 1.583, 0.739], [0.833, 1.017, 1.821], [1.426, -0.282, 1.715], [2.001, -0.921, 2.806], [2.672, -2.128, 2.608], [2.771, -2.640, 1.327], [2.163, -1.949, 0.273], [1.499, -0.815, 0.469], [-0.336, 5.150, -1.546], [-0.466, 5.247, 0.172], [0.839, 1.559, 2.763], [1.927, -0.472, 3.789], [3.110, -2.656, 3.447], [3.305, -3.558, 1.122], [2.257, -2.320, -0.740], [-1.823, -1.920, -1.640], [-3.076, -2.065, -2.064], [-3.643, -0.794, -2.173], [-2.641, 0.079, -1.795], [-1.530, -0.608, -1.467], [-1.157, -2.658, -1.469], [-3.512, -3.030, -2.277], [-4.645, -0.552, -2.481], [-2.691, 1.154, -1.747]],
  "nbo_charge": [1.151, -0.678, 0.274, 0.270, -0.225, -0.126, 0.156, 0.078, -0.110, -0.071, -0.171, 0.101, -0.491, 0.455, 0.467, 0.294, 0.280, 0.289, 0.291, 0.247, -0.314, 0.101, -0.266, 0.029, -0.332, 0.450, 0.292, 0.302, 0.255]
}

In Eh/bohr, the largest force on an atom values for the records above are, in order, 0.0591, 0.0657, 0.0301, 0.0415, 0.0902, 0.0150, 0.0771, 0.0747.
In g/mol, the M values for the records above are, in order, 226.18, 530.53, 421.93, 452.04, 243.10, 758.89, 561.62, 439.52.